# 1
Formula: CH4N2S
Source: the OMol25 dataset
Level of theory: the ωB97M-V functional and the def2-TZVPD basis

Positions of all 8 atoms, in Å:
C 0.65725 0.40769 -0.00658
N -1.40438 -0.18227 -0.15367
N -0.18103 -0.52098 0.07290
S 2.34177 -0.01764 0.02406
H 0.20729 1.41937 -0.24660
H -1.55906 0.79978 -0.33930
H -2.06422 -0.68784 0.43301
H 2.00237 -1.21811 0.21618

Summary:
Molar mass = 76.124 g mol⁻¹
Energy above the lowest of the compared OMol25 structures with the same formula, charge and spin = 81.6 kJ/mol
Kohn-Sham gap (spin up / spin down) = 5.84 / 8.41 eV
2S+1 = 3
Expectation value of S² = 2.01
DFT total energy = -14911.882 eV
Max |F| = 0.205 Eh/bohr

=====

# 2
Formula: CH4N2S2
Source: the OMol25 dataset
Level of theory: the ωB97M-V functional and the def2-TZVPD basis

Positions of all 9 atoms, in Å:
C -0.05705 0.90759 -0.12036
H 1.07519 -1.60571 0.93025
H 2.02999 1.05502 -0.07510
H 0.02065 2.00468 -0.06132
H -3.03619 -0.83090 -0.01511
N 1.24910 0.41172 -0.21677
N -1.25702 0.46613 -0.08369
S 1.72844 -1.24577 -0.17443
S -1.75310 -1.16276 -0.18349

Summary:
Molar mass = 108.191 g mol⁻¹
Energy above the lowest of the compared OMol25 structures with the same formula, charge and spin = 140.8 kJ/mol
Kohn-Sham gap = 8.89 eV
SMILES string = S/N=C\NS
2S+1 = 1
DFT total energy = -25751.030 eV
Max |F| = 0.024 Eh/bohr

=====

# 3
Formula: CH4N2S2
Source: the OMol25 dataset
Level of theory: the ωB97M-V functional and the def2-TZVPD basis

Positions of all 9 atoms, in Å:
C -1.02353 0.45886 0.58813
N -1.39405 -0.08403 -0.70860
N 0.05057 -0.15817 -0.09574
S 2.78962 -0.32865 0.18942
S 1.33744 0.81681 -0.66101
H -1.11174 1.50324 0.59437
H -1.37989 0.05082 1.46054
H -1.73427 -1.07724 -0.65128
H 2.46585 -1.18164 -0.71583

Summary:
Molar mass = 108.191 g mol⁻¹
Energy above the lowest of the compared OMol25 structures with the same formula, charge and spin = 285.9 kJ/mol
Kohn-Sham gap = 9.44 eV
SMILES string = SSN1CN1
2S+1 = 1
DFT total energy = -25749.527 eV
Max |F| = 0.048 Eh/bohr

=====

# 4
Formula: CH4N2S2
Source: the OMol25 dataset
Level of theory: the ωB97M-V functional and the def2-TZVPD basis

Positions of all 9 atoms, in Å:
C -0.05966 -0.01515 0.10033
H 3.07880 -0.54669 1.14236
H 1.35354 1.70992 -0.06407
H 0.07328 -1.17628 0.16842
H -3.15986 0.49329 1.06131
N 1.13201 0.55303 0.15804
N -1.13411 0.74150 -0.18607
S 2.55719 -0.26847 -0.11941
S -2.61801 -0.32222 -0.05020

Summary:
Molar mass = 108.191 g mol⁻¹
Energy above the lowest of the compared OMol25 structures with the same formula, charge and spin = 250.3 kJ/mol
Kohn-Sham gap = 9.13 eV
SMILES string = S/N=C/NS
2S+1 = 1
DFT total energy = -25749.896 eV
Max |F| = 0.130 Eh/bohr

=====

# 5
Formula: CH4N2Si
Source: the OMol25 dataset
Level of theory: the ωB97M-V functional and the def2-TZVPD basis

Positions of all 8 atoms, in Å:
C -0.39016 -0.82660 -0.73548
N 0.32671 -0.84864 0.46979
N 0.55583 0.17522 -0.67674
Si 0.39108 0.93605 0.82664
H -0.09788 -1.65612 -1.54400
H -1.40673 -0.60367 -0.66676
H -0.99254 1.23177 1.09881
H 1.61370 1.59199 1.22774

Summary:
Molar mass = 72.143 g mol⁻¹
Energy above the lowest of the compared OMol25 structures with the same formula, charge and spin = 331.8 kJ/mol
Kohn-Sham gap = 8.89 eV
2S+1 = 1
DFT total energy = -11955.907 eV
Max |F| = 0.068 Eh/bohr

=====

# 6
Formula: CH4N3O2
Source: the OMol25 dataset
Level of theory: the ωB97M-V functional and the def2-TZVPD basis

Positions of all 10 atoms, in Å:
C -0.27920 0.53783 -0.36005
N 1.62268 1.48064 0.30697
N 0.45350 -1.62404 1.54157
N 1.09662 0.62787 -0.48791
O 0.69667 -2.06353 2.67196
O 2.82818 1.48828 0.64033
H -0.47229 -0.29861 0.35157
H -0.70532 1.45540 0.07574
H -0.76197 0.26834 -1.31000
H 1.13373 -0.96857 1.22790

Summary:
Molar mass = 90.062 g mol⁻¹
Net charge = -1
Energy above the lowest of the compared OMol25 structures with the same formula, charge and spin = 0.0 kJ/mol
Kohn-Sham gap (spin up / spin down) = 7.20 / 5.20 eV
2S+1 = 3
Expectation value of S² = 2.01
DFT total energy = -9662.086 eV
Max |F| = 0.077 Eh/bohr

=====

# 7
Formula: CH4N3O2S
Source: the OMol25 dataset
Level of theory: the ωB97M-V functional and the def2-TZVPD basis

Positions of all 11 atoms, in Å:
C -1.61532 0.41362 0.34226
N -1.93091 1.46708 0.00224
N 2.24213 -0.10009 -0.11646
N -1.18090 -0.72181 0.56467
O 3.46574 -0.65093 0.12196
O 1.35276 -0.98922 -0.22906
S 2.06363 1.44811 -0.10373
H -2.57470 1.89031 -0.62855
H 4.23232 -0.01557 0.03696
H -1.09477 -1.38884 1.35290
H -0.39215 -0.92906 -0.11081

Summary:
Molar mass = 122.129 g mol⁻¹
Net charge = +1
Energy above the lowest of the compared OMol25 structures with the same formula, charge and spin = 0.0 kJ/mol
Kohn-Sham gap (spin up / spin down) = 8.00 / 6.89 eV
2S+1 = 3
Expectation value of S² = 2.01
DFT total energy = -20488.157 eV
Max |F| = 0.084 Eh/bohr

=====

# 8
Formula: CH4N3O3
Source: the OMol25 dataset
Level of theory: the ωB97M-V functional and the def2-TZVPD basis

Positions of all 11 atoms, in Å:
C 0.93563 -0.90477 -1.42347
N -0.68411 -0.29339 1.01118
N 0.58192 0.07429 0.68054
N -1.44674 0.67229 1.28203
O -0.82052 1.99509 1.19693
O -2.56569 0.68328 1.79836
O 1.10281 -0.99198 -0.04828
H 1.92097 -0.80062 -1.89481
H 0.29836 -0.01393 -1.52312
H 0.68969 -2.02486 -1.78633
H -0.01232 1.60460 0.70698

Summary:
Molar mass = 106.061 g mol⁻¹
Net charge = -1
Kohn-Sham gap (spin up / spin down) = 4.39 / 8.67 eV
2S+1 = 3
Expectation value of S² = 2.01
DFT total energy = -11706.373 eV
Max |F| = 0.164 Eh/bohr

=====

# 9
Formula: CH4N3O3
Source: the OMol25 dataset
Level of theory: the ωB97M-V functional and the def2-TZVPD basis

Positions of all 11 atoms, in Å:
C 0.13181 0.52767 -1.03555
N -0.06492 -0.54687 -0.67653
N 0.25959 2.11583 1.00662
N 0.38143 2.17070 2.12567
O 0.35394 2.31263 3.24783
O 0.24918 1.58866 -1.61776
O -0.24315 -2.90593 -0.24000
H 0.44776 -3.26430 -0.75713
H -0.18206 -1.45750 -0.19094
H -0.21591 2.35737 -1.18178
H -1.11767 -2.89825 -0.68042

Summary:
Molar mass = 106.061 g mol⁻¹
Net charge = +1
Energy above the lowest of the compared OMol25 structures with the same formula, charge and spin = 220.0 kJ/mol
Kohn-Sham gap = 12.33 eV
2S+1 = 1
DFT total energy = -11704.023 eV
Max |F| = 0.075 Eh/bohr

=====

# 10
Formula: CH4N3O4S
Source: the OMol25 dataset
Level of theory: the ωB97M-V functional and the def2-TZVPD basis

Positions of all 13 atoms, in Å:
C 0.46661 0.91741 1.26751
N -1.63736 0.90460 -0.18183
N 1.89042 -0.29991 -1.06597
N -0.28980 0.27707 0.11560
O -0.25255 1.53602 2.02597
O 1.72899 0.76966 1.25399
O -0.22009 -0.77874 -2.28534
O 0.58762 1.56819 -1.93455
S 0.40143 0.22911 -1.42477
H -1.89136 0.72205 -1.12621
H -1.32551 1.88968 0.06770
H 2.06160 0.27850 -0.13950
H 2.63422 -0.47080 -1.74055

Summary:
Molar mass = 154.127 g mol⁻¹
Net charge = -1
Energy above the lowest of the compared OMol25 structures with the same formula, charge and spin = 0.0 kJ/mol
Kohn-Sham gap = 9.05 eV
SMILES string = NN(C(=O)[O-])S(N)(=O)=O
2S+1 = 1
DFT total energy = -24597.823 eV
Max |F| = 0.085 Eh/bohr

=====

# 11
Formula: CH4N3OP3
Source: the OMol25 dataset
Level of theory: the ωB97M-V functional and the def2-TZVPD basis

Positions of all 12 atoms, in Å:
C -2.34698 0.22109 0.10821
N 2.96970 0.26373 -0.30285
N 2.43778 2.88310 -0.11924
N 1.06989 -1.52970 0.03575
O -1.11421 -0.41701 -0.25822
P 2.56463 -1.16912 -0.74934
P 1.90696 1.50061 0.20956
P -0.03514 -0.49781 0.86970
H -2.75758 0.84386 -0.67601
H -2.23271 0.60653 1.20318
H -3.05671 -0.57844 0.25879
H 0.59437 -2.12684 -0.57953

Summary:
Molar mass = 166.985 g mol⁻¹
Energy above the lowest of the compared OMol25 structures with the same formula, charge and spin = 313.5 kJ/mol
Kohn-Sham gap (spin up / spin down) = 6.72 / 6.70 eV
2S+1 = 1
DFT total energy = -35483.138 eV
Max |F| = 0.062 Eh/bohr

=====

# 12
Formula: CH4N4
Source: the OMol25 dataset
Level of theory: the ωB97M-V functional and the def2-TZVPD basis

Positions of all 9 atoms, in Å:
C 1.54076 -0.25215 -0.93833
N -2.58718 0.54443 1.31104
N 0.76061 0.50193 0.01918
N -1.48921 0.26019 0.90049
N -0.61506 0.18241 0.13375
H 1.38548 -1.34465 -0.69683
H 2.51327 0.23514 -0.79378
H 1.23407 -0.24551 -2.05655
H -2.74274 0.11820 2.12102

Summary:
Molar mass = 72.071 g mol⁻¹
Energy above the lowest of the compared OMol25 structures with the same formula, charge and spin = 642.5 kJ/mol
Kohn-Sham gap (spin up / spin down) = 8.49 / 8.49 eV
SMILES string = [H]/N=N/N=N/C
2S+1 = 1
DFT total energy = -7056.326 eV
Max |F| = 0.107 Eh/bohr